(1)
DFT (the ωB97M-V functional and the def2-TZVPD basis) results for a 2-piece molecular cluster, C3H8ClFNP overall.

Properties
strongest force on any atom	0.968	eV/A
energy relative to the best compared isomer or geometry (same formula, charge and spin)	42.99	kcal per mole

ORCA input file:
```
! RIJCOSX wB97M-V def2-TZVPD def2/J DEFGRID3
* xyz 0 1
C 1.211 -1.213 -0.697
C 1.928 0.910 0.130
C -2.453 -0.165 0.694
N 0.978 -0.132 0.182
F -2.222 2.337 0.223
P -2.157 1.004 -0.716
Cl -2.729 -1.784 0.020
H 1.347 -0.889 -1.739
H 2.139 -1.743 -0.413
H 0.375 -1.911 -0.637
H 1.562 1.706 -0.536
H 2.013 1.354 1.123
H 2.915 0.605 -0.241
H -1.573 -0.205 1.339
H -3.336 0.124 1.267
*
```

(2)
DFT (the ωB97M-V functional and the def2-TZVPD basis) results for C28H58Br2FINO5P as an isolated structure.

Properties
strongest force on any atom	4.069	eV/A
energy relative to the best compared isomer or geometry (same formula, charge and spin)	57.36	kcal per mole

ORCA input file:
```
! RIJCOSX wB97M-V def2-TZVPD def2/J DEFGRID3
* xyz 0 1
C 4.770 -2.862 1.353
C 3.470 -3.603 1.859
C 2.171 -2.697 1.719
C 1.009 -3.422 0.922
C 0.734 -2.721 -0.484
C -0.504 -1.739 -0.260
N -0.389 -0.496 -0.982
F 0.299 -0.662 -2.199
C -1.609 0.308 -1.211
C -3.003 -0.315 -0.941
C -3.823 -0.356 0.367
C -4.217 0.981 1.079
I -3.187 -1.732 1.960
C -1.261 1.781 -0.643
O -0.140 2.178 -1.428
C -2.352 2.872 -1.007
C -2.939 2.829 -2.454
C -4.486 2.566 -2.562
O -5.238 3.154 -1.495
C -6.463 2.402 -1.430
O -1.119 1.700 0.725
C 0.047 1.981 1.456
C 1.381 1.243 1.205
C 2.188 1.457 -0.108
C 3.763 1.351 0.120
C 4.407 2.020 -1.147
O 5.827 1.766 -1.218
C 0.167 3.522 1.802
Br 0.704 4.649 0.218
C 1.199 3.862 2.960
C 0.752 5.269 3.576
Br 3.061 4.178 2.276
P -0.540 1.217 3.151
C 0.821 0.557 4.213
C -1.682 2.364 4.074
H 4.837 -2.835 0.245
H 5.673 -3.413 1.721
H 4.834 -1.841 1.786
H 3.614 -3.868 2.933
H 3.367 -4.540 1.271
H 2.509 -1.770 1.196
H 1.857 -2.374 2.738
H 0.103 -3.418 1.573
H 1.285 -4.493 0.782
H 0.458 -3.552 -1.177
H 1.667 -2.184 -0.742
H -0.466 -1.517 0.836
H -1.403 -2.380 -0.418
H -1.576 0.473 -2.323
H -3.692 0.163 -1.691
H -2.968 -1.374 -1.317
H -4.810 -0.805 0.085
H -4.636 1.681 0.324
H -5.078 0.721 1.749
H -3.445 1.405 1.743
H -0.338 2.155 -2.365
H -1.757 3.822 -0.949
H -3.131 3.019 -0.233
H -2.443 2.142 -3.174
H -2.801 3.848 -2.897
H -4.749 1.495 -2.753
H -4.813 3.098 -3.499
H -6.232 1.339 -1.157
H -7.154 2.803 -0.664
H -6.957 2.361 -2.433
H 2.094 1.543 2.018
H 1.250 0.143 1.358
H 2.025 2.406 -0.653
H 1.957 0.642 -0.839
H 4.068 1.841 1.066
H 4.004 0.271 0.059
H 4.174 3.104 -1.228
H 3.952 1.524 -2.045
H 5.956 1.179 -1.963
H -0.818 3.969 2.070
H 1.225 3.153 3.806
H 0.408 5.127 4.624
H 1.649 5.927 3.634
H 0.018 5.770 2.915
H 1.238 1.343 4.903
H 0.384 -0.217 4.895
H 1.678 0.074 3.709
H -1.102 3.153 4.613
H -2.408 2.889 3.411
H -2.201 1.768 4.862
C 0.668 -5.550 -5.096
C 1.236 -5.479 -3.687
C 2.280 -6.562 -3.457
O 0.181 -5.624 -2.738
H 0.175 -6.511 -5.268
H -0.086 -4.774 -5.244
H 1.452 -5.423 -5.845
H 1.684 -4.497 -3.521
H 1.840 -7.556 -3.575
H 2.673 -6.505 -2.440
H 3.112 -6.464 -4.158
H -0.224 -6.487 -2.872
*
```

(3)
DFT (the ωB97M-V functional and the def2-TZVPD basis) results for a 7-piece molecular cluster, C20H40N2O6 overall.

Properties
strongest force on any atom	4.544	eV/A
energy relative to the best compared isomer or geometry (same formula, charge and spin)	88.16	kcal per mole
SMILES	CN(C)C=O.CC(C)=O.CC(C)=O.CC(C)=O.CC(C)=O.CC(C)=O.CC#N

ORCA input file:
```
! RIJCOSX wB97M-V def2-TZVPD def2/J DEFGRID3
* xyz 0 1
C -0.262 -1.967 -5.674
O -0.039 -3.017 -5.018
N -1.328 -1.607 -6.421
C -1.361 -0.345 -7.253
C -2.507 -2.407 -6.605
H 0.465 -1.140 -5.684
H -0.453 0.255 -7.196
H -2.225 0.238 -6.933
H -1.419 -0.691 -8.285
H -2.453 -3.372 -6.100
H -3.355 -1.854 -6.201
H -2.746 -2.490 -7.665
C 2.345 0.487 1.456
C 1.027 0.515 0.725
O 0.532 1.584 0.276
C 0.211 -0.761 0.432
H 2.364 1.116 2.346
H 3.062 0.773 0.687
H 2.643 -0.521 1.746
H 0.610 -1.227 -0.469
H -0.856 -0.579 0.307
H 0.324 -1.501 1.224
C 3.648 6.684 0.483
C 3.671 7.983 -0.308
O 4.735 8.610 -0.437
C 2.360 8.425 -0.971
H 4.056 5.774 0.045
H 2.622 6.432 0.753
H 4.104 6.772 1.469
H 1.649 8.792 -0.231
H 1.965 7.721 -1.704
H 2.473 9.365 -1.511
C -4.385 6.387 -0.728
C -3.402 6.793 -1.711
O -3.014 7.947 -1.875
C -2.789 5.780 -2.624
H -5.210 5.832 -1.173
H -4.825 7.261 -0.249
H -3.919 5.720 -0.002
H -2.976 6.159 -3.628
H -3.061 4.727 -2.561
H -1.716 5.595 -2.578
C -3.711 -6.166 0.470
C -4.524 -5.128 -0.186
O -5.509 -4.546 0.363
C -3.964 -4.652 -1.439
H -3.988 -6.154 1.524
H -2.625 -6.077 0.421
H -4.036 -7.085 -0.017
H -2.886 -4.683 -1.593
H -4.386 -3.677 -1.683
H -4.252 -5.383 -2.194
C 7.315 -4.483 5.857
C 6.091 -4.560 5.041
O 5.812 -3.739 4.180
C 5.052 -5.649 5.382
H 8.034 -3.762 5.468
H 7.950 -5.368 5.833
H 7.127 -4.111 6.865
H 5.386 -6.565 4.894
H 4.138 -5.369 4.858
H 4.820 -5.815 6.434
C -1.983 -3.210 6.915
C -2.253 -2.199 5.842
N -2.546 -1.503 4.961
H -2.692 -3.285 7.739
H -1.083 -2.877 7.433
H -1.850 -4.200 6.479
*
```

(4)
DFT (the ωB97M-V functional and the def2-TZVPD basis) results for an isolated ion of composition C11H24NO and charge +1.

Properties
strongest force on any atom	5.035	eV/A
energy relative to the best compared isomer or geometry (same formula, charge and spin)	85.12	kcal per mole

ORCA input file:
```
! RIJCOSX wB97M-V def2-TZVPD def2/J DEFGRID3
* xyz 1 1
C 0.306 2.028 -0.509
C -1.014 1.449 -1.017
C 1.651 1.201 -0.535
C 0.660 -1.505 -0.292
C -1.944 0.771 -0.010
C -1.251 -0.324 0.727
C -2.925 1.683 0.747
C -2.137 -1.262 1.609
C 4.145 -0.888 0.193
C -1.447 -2.222 -1.308
C 3.045 -0.309 1.049
N 1.759 0.142 0.500
O -0.692 -1.238 -0.464
H 0.558 2.831 -1.188
H 0.150 2.447 0.480
H -1.637 2.298 -1.494
H -0.759 0.887 -1.998
H 1.673 0.858 -1.527
H 2.458 1.815 -0.361
H 1.242 -1.575 -1.192
H 0.970 -2.176 0.437
H -2.683 0.206 -0.715
H -0.300 0.026 1.235
H -2.581 2.047 1.705
H -3.920 1.253 0.866
H -3.231 2.593 0.181
H -1.489 -1.911 2.102
H -2.814 -1.779 0.910
H -2.724 -0.508 2.080
H 4.121 -1.945 -0.013
H 4.262 -0.473 -0.902
H 5.123 -0.705 0.621
H -1.207 -3.270 -0.894
H -2.462 -1.957 -1.144
H -1.044 -2.194 -2.310
H 2.727 -0.881 1.837
H 3.386 0.655 1.653
*
```